DFT (the ωB97M-V functional and the def2-TZVPD basis) results for the molecule C6H15N at a distorted geometry.

```
! wB97M-V def2-TZVPD RIJCOSX def2/J DEFGRID3
* xyz 0 1
H -0.83 -1.04 1.80
C 2.71 -1.33 -0.02
H -1.53 0.97 -1.94
H -1.14 -1.43 -0.53
H 2.71 -2.39 -0.37
H 0.80 -1.59 0.63
H 3.16 -1.08 0.97
C -2.00 0.58 -0.97
H -0.02 1.92 0.85
N 1.24 -0.82 0.10
H 3.22 -0.85 -0.91
H 1.60 1.79 0.00
H -2.96 0.19 -0.88
C 0.34 0.11 -0.44
C 0.54 1.59 -0.03
H -1.25 0.69 1.65
H 0.18 2.29 -0.79
C -1.44 -0.25 1.34
H 0.48 0.19 -1.58
H -2.15 1.51 -0.41
H -2.47 -0.71 1.65
C -1.18 -0.33 -0.13
*
```

* ΔE to the lowest compared entry with this formula, charge and spin: 62.63 kcal/mol
* F_max: 6.1 eV/A
* E: -7953.0507 eV
* LUMO energy: 1.04 eV
* Kohn-Sham gap: 9.0 eV
* HOMO level: -7.92 eV

Okay, here come the Löwdin numbers, in e, for every atom: H 0.07; C -0.07; H 0.11; H 0.16; H 0.07; H 0.09; H 0.07; C -0.10; H 0.06; N -0.11; H 0.08; H 0.07; H 0.05; C -0.43; C -0.07; H 0.02; H 0.07; C -0.08; H 0.14; H 0.08; H 0.12; C -0.41

DFT (the ωB97M-V functional and the def2-TZVPD basis) results for a structure of composition C43H66GeHfN6OP3S at a distorted geometry.

```
! wB97M-V def2-TZVPD RIJCOSX def2/J DEFGRID3
* xyz 4 2
C -2.81 -3.30 -2.14
H 1.09 4.50 1.71
H -3.98 1.02 -3.45
H -3.38 -2.48 -1.70
C -1.07 -5.06 -1.85
H -2.93 2.91 0.33
N 1.78 -1.72 -1.19
C -0.93 0.38 4.15
H -2.38 -4.32 -0.31
C -1.74 4.10 -2.05
C -0.20 1.17 -2.87
H 0.89 3.78 -3.15
H 5.41 -0.96 -4.95
H -2.85 0.36 5.12
N 2.23 0.45 1.33
H 0.71 -3.23 -2.16
N -5.55 -1.81 2.30
H -0.95 3.32 2.25
C -2.36 0.90 4.31
Hf -1.37 0.03 0.25
H 0.94 0.19 5.29
C 5.74 0.01 2.31
C 2.90 4.36 -2.68
C -2.69 2.91 -1.88
C 2.79 -1.63 -2.17
C 3.17 1.88 -1.53
P -1.99 1.21 -2.23
C 4.24 2.76 -1.51
C 1.19 3.42 1.86
C -0.02 2.92 2.67
H -0.19 0.18 -3.34
H 5.93 -0.11 -1.11
C -3.82 -2.74 4.07
H 2.79 5.33 -3.15
C 4.09 4.02 -2.08
C 0.94 -2.89 -1.15
C -2.58 1.81 -4.88
C 6.29 -0.12 1.02
H -0.10 -1.49 2.23
H -0.13 1.48 5.86
C -1.83 -3.91 -1.16
C -6.04 -2.50 3.35
Ge 1.27 -0.10 -0.48
H -7.11 -2.63 3.39
H 2.11 3.26 2.42
H 1.01 3.10 4.58
H -0.65 -4.73 -2.80
H -2.95 0.76 3.40
H 7.35 -0.31 0.91
H 1.33 -2.46 1.82
H -2.39 1.96 4.57
C 3.56 0.36 1.31
C 4.16 0.27 0.01
P -0.20 1.06 2.60
C 4.40 0.24 2.46
H -1.56 1.64 -5.24
N 3.26 0.48 -1.09
N 0.91 1.28 -1.91
S -3.77 -0.65 0.75
H -4.08 3.89 -0.56
H -1.78 -5.86 -2.07
C 4.69 -1.15 -4.17
H 4.95 0.77 -3.24
H -1.59 -3.34 1.75
H 1.58 -0.49 3.10
C 3.52 -0.44 -2.21
C -5.17 -2.99 4.28
H -2.30 5.02 -1.87
H -0.88 4.10 -1.38
H -1.35 4.16 -3.07
H -2.69 2.85 -4.60
C -0.10 0.48 5.43
H -3.46 -0.68 -5.20
H -1.02 -0.68 3.89
H 6.37 -0.08 3.17
C 5.49 0.00 -0.13
H -0.27 -5.49 -1.25
C -0.57 -3.41 1.36
H 0.91 -4.99 1.08
H -6.19 -1.44 1.61
H -4.25 2.14 -0.56
H 1.33 2.96 0.88
H -3.41 3.00 -2.69
C 1.57 0.50 2.63
H 2.10 1.17 3.32
C 0.31 -2.51 2.21
H -5.52 -3.55 5.14
H -3.24 1.63 -5.73
H -1.86 -0.93 -4.51
C -2.88 -0.61 -4.27
H -3.52 -4.06 -2.48
C -0.12 -4.86 1.43
P -0.71 -2.67 -0.34
H 4.23 -3.13 -4.83
H -2.29 -2.94 -3.03
H 0.26 4.57 4.01
H -0.53 -0.19 6.18
H 2.57 -3.56 -3.10
H -0.07 1.89 -3.67
C -3.52 2.95 -0.60
H -0.14 -5.18 2.47
H -3.07 -3.11 4.77
H 0.15 2.00 -0.90
H 1.44 -3.72 -0.64
H 3.98 0.30 3.46
H -0.76 -5.53 0.87
C 4.44 -0.18 -3.21
N -3.35 -2.05 3.02
H 0.35 -2.87 3.24
O -0.56 2.05 -0.11
C 4.02 -2.36 -4.10
H 4.92 4.71 -2.07
C 1.82 3.48 -2.68
C 3.07 -2.61 -3.12
C -4.22 -1.58 2.15
H -0.81 2.92 0.18
C 0.13 3.49 4.09
C -2.95 0.82 -3.77
C 1.95 2.23 -2.09
H -3.33 -1.30 -3.57
H -0.74 3.32 4.72
H 5.18 2.47 -1.07
*
```

* F_max: 1.0 eV/A
* E: -153140.8807 eV
* LUMO energy (spin up / spin down): -11.20 / -11.81 eV
* Kohn-Sham gap (spin up / spin down): 5.8 / 5.2 eV
* HOMO level (spin up / spin down): -16.99 / -17.01 eV

Löwdin population analysis, charges in e, atoms 1 to 99: C -0.12; H 0.11; H 0.12; H 0.04; C -0.09; H 0.05; N -0.19; C -0.55; H 0.11; C -0.07; C -0.29; H 0.10; H 0.13; H 0.09; N -0.06; H 0.08; N 0.11; H 0.10; C -0.10; Hf 1.07; H 0.08; C 0.00; C -0.02; C -0.52; C -0.22; C -0.17; P 1.02; C 0.01; C -0.10; C -0.50; H 0.09; H 0.13; C -0.03; H 0.13; C -0.03; C -0.34; C -0.08; C 0.05; H -0.02; H 0.08; C -0.53; C 0.04; Ge 0.93; H 0.17; H 0.09; H 0.09; H 0.09; H 0.04; H 0.14; H 0.09; H 0.08; C -0.20; C -0.13; P 1.00; C 0.04; H 0.09; N -0.05; N -0.21; S 0.60; H 0.10; H 0.11; C -0.03; H 0.13; H 0.08; H 0.09; C -0.17; C 0.04; H 0.11; H 0.06; H 0.08; H 0.08; C -0.07; H 0.11; H 0.07; H 0.14; C 0.04; H 0.07; C -0.55; H 0.09; H 0.17; H 0.06; H 0.05; H 0.10; C -0.34; H 0.10; C -0.14; H 0.14; H 0.11; H 0.08; C -0.10; H 0.11; C -0.07; P 0.98; H 0.13; H 0.07; H 0.11; H 0.10; H 0.11; H 0.09

DFT (the ωB97M-V functional and the def2-TZVPD basis) results for the molecule C20H24ClNO4.

```
! wB97M-V def2-TZVPD RIJCOSX def2/J DEFGRID3
* xyz 0 1
H 1.67 3.48 -1.37
O 3.49 2.01 -0.50
H 0.40 1.16 2.78
H -0.22 -2.64 2.69
C -2.00 -0.02 -0.59
H -3.09 2.36 -1.04
C -3.44 -1.52 0.61
H 2.22 -0.08 -1.49
C -0.93 -0.54 0.13
C -2.60 1.91 -1.90
O -4.34 -0.02 -1.08
H 0.36 -3.85 0.57
H 5.40 1.45 -0.23
C 0.13 3.18 0.09
H 0.04 -0.11 -0.07
C 1.37 2.97 -0.46
H -6.29 0.13 -1.44
C 2.29 2.10 0.14
C 0.11 -2.08 1.81
C -3.29 -0.53 -0.35
C -2.36 -2.03 1.31
C -1.08 -1.54 1.07
O 3.43 -1.71 0.86
N 1.54 -2.32 -0.19
H 4.59 0.32 -2.25
C 1.93 1.45 1.31
H 0.74 -1.26 2.14
C 3.01 -0.82 -1.35
H -3.36 1.49 -2.56
C 0.96 -3.01 0.94
C 4.42 0.98 -0.21
H -2.52 -2.80 2.04
H -0.57 3.85 -0.39
H 1.80 -3.39 1.53
H -2.02 2.66 -2.43
C 4.37 -0.12 -1.28
C -5.64 -0.44 -0.78
Cl -1.80 2.72 1.92
C -0.22 2.51 1.25
H 5.14 -0.85 -1.03
O -1.66 0.93 -1.50
C 2.70 -1.64 -0.10
H 2.60 0.77 1.81
H -5.90 -0.23 0.26
C 0.68 1.66 1.87
H 0.91 -2.12 -0.96
H -4.42 -1.92 0.82
H -5.78 -1.51 -0.97
H 2.99 -1.49 -2.21
H 4.26 0.54 0.77
*
```

* ΔE to the lowest compared entry with this formula, charge and spin: 3.54 kcal/mol
* F_max: 0.8 eV/A
* E: -43331.9785 eV
* LUMO energy: 0.73 eV
* Kohn-Sham gap: 8.8 eV
* HOMO level: -8.08 eV

Okay, here come the Löwdin numbers, in e, for every atom: H 0.12; O -0.04; H 0.11; H 0.12; C -0.20; H 0.09; C -0.01; H 0.12; C 0.02; C -0.08; O -0.11; H 0.13; H 0.13; C -0.11; H 0.11; C 0.01; H 0.09; C -0.27; C -0.12; C -0.19; C -0.04; C -0.23; O 0.06; N 0.06; H 0.12; C -0.01; H 0.10; C -0.10; H 0.09; C -0.16; C -0.18; H 0.11; H 0.11; H 0.12; H 0.09; C -0.15; C -0.08; Cl 0.69; C -0.69; H 0.12; O -0.08; C -0.50; H 0.11; H 0.10; C -0.12; H 0.14; H 0.10; H 0.10; H 0.12; H 0.10

DFT (the ωB97M-V functional and the def2-TZVPD basis) results for a cluster of 11 separate species, C29H80O11 in total at a distorted geometry.

```
! wB97M-V def2-TZVPD RIJCOSX def2/J DEFGRID3
* xyz 0 1
H 4.63 0.02 1.42
H -1.50 4.60 -4.62
C 3.30 -5.68 3.03
H 3.00 0.99 -5.12
H 1.01 -0.60 -2.73
H 2.39 2.05 4.61
H 4.24 -0.26 -4.59
H 3.07 -2.97 2.31
H 3.62 -6.59 3.57
H 2.86 3.80 0.80
H 0.39 3.69 4.29
O 1.72 -0.22 -3.26
H -2.91 -0.34 -3.35
H 2.34 -5.97 2.53
H -0.41 -5.45 1.62
O -0.56 -0.83 -1.77
C -1.11 -7.75 0.26
H -3.82 1.99 0.16
H 1.81 1.09 6.60
H -0.13 -7.83 -0.20
C -0.65 -5.38 0.56
H -2.66 2.61 4.08
H 1.51 0.22 3.33
O -5.43 1.25 -2.70
H -2.66 -1.65 -4.65
H 0.17 5.22 0.73
O 2.29 -4.77 5.03
H 4.07 -4.09 4.21
H -3.97 -1.89 -1.95
H -5.98 1.98 -2.95
H 4.76 0.41 -1.19
C 1.36 1.79 4.81
H 2.45 -1.46 -0.32
H -4.29 -0.90 -4.24
H -1.38 5.01 -2.93
H 0.57 -1.27 1.41
C -3.96 3.11 -2.20
H -4.73 3.79 -1.80
H -2.39 -3.71 -1.98
H 2.28 -4.01 5.62
H 4.04 -5.44 2.25
H 3.05 5.18 -1.13
H 2.63 -1.86 -4.05
C 2.24 4.47 -1.10
O -1.36 4.80 3.11
H -0.95 -4.35 0.36
H 3.43 -1.55 -1.78
H -0.60 2.67 -2.42
C 1.87 3.96 0.32
C -2.91 2.83 3.05
H -0.85 -2.14 0.95
H -1.68 2.32 -3.74
O 1.01 2.78 0.30
C 3.07 -4.42 3.85
H -2.07 5.46 3.19
H -3.89 3.36 3.04
H -1.77 -8.45 -0.17
H -1.02 -8.01 1.33
H 1.40 -1.16 -5.10
H 2.06 -2.54 3.62
O 0.25 2.56 -4.45
H 0.55 1.68 -4.18
C -0.79 2.94 -3.50
C 2.19 -0.92 -4.38
H 0.94 4.62 2.17
H -0.49 2.76 5.44
C -1.34 0.47 0.13
C -1.69 -6.38 0.13
C 0.83 1.05 3.58
H 2.60 0.78 -2.05
C 1.13 4.97 1.14
H -2.50 -6.35 0.83
C 2.37 -3.39 3.03
H 0.59 -2.47 0.00
C 3.84 0.21 -0.61
C 3.42 -1.28 -0.72
O -2.27 -2.93 -2.49
H 2.72 3.60 -1.60
C -1.83 3.66 2.36
C -3.31 -1.24 -3.83
C 3.27 -0.10 -5.05
H 4.17 -1.94 -0.20
H 1.48 -3.74 2.46
C -4.42 1.69 -1.77
C 4.02 0.69 0.82
C -0.30 -0.50 -0.39
H -0.95 2.97 2.28
H -5.52 2.44 -0.09
C -4.76 1.70 -0.30
H -2.75 -6.68 -1.59
H 3.00 0.88 1.26
H -1.35 1.33 -0.55
H -2.29 0.02 0.10
H 1.49 4.77 -1.83
H -3.54 1.00 -1.94
H -3.05 1.90 2.51
H -5.07 0.68 0.01
H -2.06 4.04 1.37
C -0.90 4.41 -3.71
H -3.08 3.55 -1.71
C 0.55 3.04 5.14
C 0.06 -1.70 0.53
H 4.46 1.69 0.84
H -1.07 -1.63 -1.87
H -0.24 0.80 3.82
H 0.83 1.74 2.72
H 0.61 0.04 -0.45
H 1.53 2.15 -0.22
O 2.79 1.00 -1.13
H 0.94 3.72 5.89
H 1.69 5.88 1.25
H -1.10 0.76 1.14
H -3.77 3.24 -3.27
H 3.34 -0.47 -6.10
C -3.51 -2.34 -2.84
H 0.26 -5.62 0.02
O 1.28 0.80 5.85
H 0.12 4.66 -3.97
O -2.23 -6.00 -1.14
H -4.18 -3.11 -3.21
*
```

* ΔE to the lowest compared entry with this formula, charge and spin: 42.81 kcal/mol
* F_max: 2.5 eV/A
* E: -53891.0839 eV
* LUMO energy: 0.52 eV
* Kohn-Sham gap: 10.3 eV
* HOMO level: -9.76 eV

Löwdin population analysis, charges in e, atoms 1 to 99: H 0.08; H 0.08; C -0.07; H 0.09; H 0.06; H 0.13; H 0.07; H 0.08; H 0.09; H 0.13; H 0.04; O -0.11; H 0.05; H 0.08; H 0.08; O -0.05; C -0.06; H 0.06; H 0.08; H 0.08; C -0.05; H 0.07; H 0.07; O -0.05; H 0.10; H 0.08; O -0.06; H 0.14; H 0.12; H 0.08; H 0.14; C -0.48; H 0.04; H 0.09; H 0.07; H 0.08; C -0.06; H 0.08; H 0.05; H 0.07; H 0.08; H 0.07; H 0.11; C -0.04; O -0.12; H 0.05; H 0.06; H 0.11; C -0.44; C -0.08; H 0.07; H 0.10; O -0.07; C -0.49; H 0.10; H 0.08; H 0.06; H 0.10; H 0.12; H 0.07; O -0.10; H 0.05; C -0.31; C -0.32; H 0.06; H 0.09; C -0.03; C -0.50; C -0.07; H 0.06; C -0.07; H 0.12; C -0.07; H 0.07; C -0.45; C -0.02; O -0.07; H 0.07; C -0.31; C -0.09; C -0.08; H 0.09; H 0.08; C -0.48; C -0.04; C -0.43; H 0.09; H 0.08; C -0.06; H 0.10; H 0.09; H 0.08; H 0.06; H 0.07; H 0.12; H 0.05; H 0.10; H 0.11; C -0.10